Entry 1:
ORCA calculation (ωB97M-V/def2-TZVPD) on C63H39Cl4IN9O2Ta as an isolated structure in a non-equilibrium geometry.

Computed properties:
LUMO level in eV: -6.86
Net charge: +2
Kohn-Sham gap in eV: 5.672
DFT total energy in hartree: -5262.450155
Multiplicity: 1
Maximum force in eV Å⁻¹: 4.27

```
119
C63H39Cl4IN9O2Ta, DFT ωB97M-V/def2-TZVPD
Ta 17.2439 15.0742 12.4726
Cl 24.8465 13.0147 7.7523
C 23.5678 13.7055 8.7027
C 23.8884 13.9718 10.0289
C 22.8672 14.2392 10.9019
C 21.6053 14.1572 10.4428
C 21.2462 13.8017 9.1807
C 22.2393 13.6443 8.2570
C 20.4507 14.4972 11.3234
C 19.9690 13.5752 12.1741
C 20.3996 12.1449 12.2520
C 19.7226 11.6018 13.2529
C 18.7199 12.5793 13.6718
C 17.8089 12.2785 14.6359
C 17.9416 10.9619 15.3684
C 17.0322 9.9223 15.1711
C 17.2381 8.7969 15.9402
C 18.3510 8.6964 16.8264
Cl 18.7753 7.2894 17.6890
C 19.3033 9.7019 16.8678
C 19.0849 10.8252 16.1293
C 16.8872 13.2228 15.0737
N 16.7521 14.5061 14.5014
C 15.8153 15.1507 15.3831
C 15.3946 16.5046 15.3297
C 14.5834 16.9924 16.4654
C 13.1937 17.1280 16.3957
C 12.5160 17.5061 17.5311
C 13.2217 17.7915 18.6860
Cl 12.3920 18.2491 20.1123
C 14.5430 17.5555 18.8163
C 15.2928 17.2836 17.7194
C 15.6930 17.3424 14.2356
C 15.2127 18.6298 14.0863
C 15.7563 19.1632 12.9346
C 16.7032 18.1486 12.4636
N 16.6171 16.9837 13.2220
C 17.8077 18.4779 11.6238
C 18.8783 17.6305 11.4326
C 19.9382 17.8843 10.5967
C 20.7213 16.7706 10.4954
C 20.0938 15.8292 11.3140
N 18.9188 16.2765 11.8796
C 17.7267 19.7852 10.9264
C 16.7515 20.0422 9.9151
C 16.6110 21.2718 9.2978
C 17.4907 22.2591 9.6445
Cl 17.3471 23.8928 8.9836
C 18.4635 22.1045 10.6390
C 18.5614 20.8595 11.2720
C 15.3878 14.2749 16.3646
C 16.0235 13.0722 16.1406
N 18.8114 13.8354 12.9700
H 24.9120 13.9119 10.3673
H 23.0864 14.4963 11.9178
H 20.2127 13.7361 8.8973
H 21.9784 13.2939 7.2502
H 21.2055 11.7845 11.5897
H 19.7574 10.5971 13.6328
H 16.1389 9.9108 14.5511
H 16.5878 7.9532 15.7016
H 20.0902 9.6261 17.6116
H 19.6669 11.7025 16.3244
H 12.7071 16.9613 15.4137
H 11.4380 17.6358 17.5121
H 14.9984 17.7898 19.8250
H 16.3681 17.0922 17.7232
H 14.4876 19.2032 14.6788
H 15.5601 20.1075 12.4598
H 20.1258 18.8466 10.1753
H 21.6656 16.7166 10.0407
H 15.9942 19.3678 9.6092
H 15.9297 21.3477 8.5066
H 19.2076 22.8912 10.7760
H 19.3606 20.6020 11.9367
H 14.6929 14.5148 17.1677
H 16.0061 12.1865 16.8025
C 15.1534 8.7946 7.3975
O 14.8275 9.5705 8.5051
C 13.9838 10.6203 8.1924
C 12.7168 10.6462 8.7561
C 11.9475 11.7413 8.7816
C 12.3566 12.8790 8.1164
C 13.6435 12.8825 7.4490
C 14.4671 11.7999 7.6209
N 11.4739 14.0203 7.9637
N 11.8203 15.1621 8.2590
C 13.0530 15.4475 8.9390
C 13.9570 16.3061 8.3916
C 15.2917 16.5060 8.9488
C 15.5932 15.8723 10.1371
O 16.8136 15.7993 10.6997
C 14.6096 15.1513 10.8261
N 14.9809 14.6330 12.0480
C 14.1016 13.8905 12.6744
C 12.7996 13.5840 12.1761
C 12.4421 14.0329 10.9327
C 13.3488 14.9237 10.2262
H 16.0756 8.2212 7.5994
H 15.4276 9.3924 6.5248
H 14.4319 8.0495 7.0995
H 12.5043 9.7835 9.3279
H 11.0108 11.7225 9.3460
H 13.9053 13.7505 6.8902
H 15.4031 11.9043 7.1616
H 13.6752 16.7590 7.4157
H 15.9590 17.1020 8.3936
H 14.5018 13.4243 13.5948
H 12.1596 12.9358 12.7638
H 11.4621 13.8003 10.4770
I 16.8840 8.6771 11.3114
C 16.9330 10.7411 10.8914
C 17.6780 11.2806 9.8423
N 17.6780 12.5944 10.0496
N 17.1382 13.0004 11.2204
C 16.6912 11.8244 11.7256
H 18.1576 10.7607 9.0033
H 18.1256 13.2761 9.4349
H 16.3359 11.8559 12.7575
```

Entry 2:
ORCA calculation (ωB97M-V/def2-TZVPD) on C63H61BBrIN5OPPt as an isolated structure in a non-equilibrium geometry.

Computed properties:
LUMO level (spin up / spin down) in eV: -0.11 / -0.48
Kohn-Sham gap (spin up / spin down) in eV: 5.786 / 5.958
DFT total energy in hartree: -6143.458921
Multiplicity: 3
Maximum force in eV Å⁻¹: 2.00

```
135
C63H61BBrIN5OPPt, DFT ωB97M-V/def2-TZVPD
Pt 0.0371 -0.2365 0.1330
Br -4.0708 5.2801 -6.6943
C -4.0371 5.6671 -4.8275
C -3.4257 6.8324 -4.3764
C -3.3754 7.0886 -3.0276
C -3.9110 6.1730 -2.0948
C -4.5582 5.0182 -2.5890
C -4.6241 4.7765 -3.9396
N -3.8553 6.5053 -0.7899
N -4.0857 5.7086 0.1782
C -3.6287 4.5201 0.4846
C -4.3567 3.7883 1.4632
C -3.9643 2.5454 1.8550
C -2.8009 1.9669 1.3356
O -2.3401 0.6838 1.8059
C -1.9864 2.6394 0.4167
N -0.8511 2.0559 -0.0339
C -0.0780 2.7360 -0.8676
C -0.3368 4.0312 -1.2662
C -1.4945 4.6466 -0.8146
C -2.3812 3.9465 -0.0049
H -3.0029 7.5383 -5.0779
H -2.8964 7.9828 -2.6553
H -5.0382 4.3437 -1.8934
H -5.1384 3.9017 -4.3097
H -5.2555 4.2376 1.8527
H -4.5725 1.9901 2.5539
H 0.8156 2.2298 -1.2112
H 0.3540 4.5390 -1.9186
H -1.6871 5.6787 -1.0601
I 1.9209 0.0695 -2.5132
C 2.3539 -1.8753 -3.2174
C 3.6437 -2.0311 -3.6669
C 4.0456 -3.1870 -4.3395
C 3.1211 -4.1601 -4.5830
C 1.8033 -4.0483 -4.0948
C 0.8899 -5.0772 -4.3996
C -0.3995 -5.0106 -3.9591
C -0.7949 -3.9392 -3.1571
C 0.0535 -2.8995 -2.8254
P -0.6901 -1.6375 -1.6977
C -1.6010 -0.6309 -2.9301
C -1.5852 -0.8514 -4.3042
C -2.2315 0.0287 -5.1565
C -2.8990 1.1378 -4.6599
C -2.9175 1.3686 -3.2927
C -2.2712 0.4900 -2.4454
C -2.0142 -2.6380 -0.9292
C -3.3577 -2.5676 -1.2778
C -4.2918 -3.3212 -0.5890
C -3.8954 -4.1547 0.4429
C -2.5577 -4.2145 0.8083
C -1.6253 -3.4473 0.1371
C 1.3845 -2.9013 -3.3416
H 4.3569 -1.2351 -3.5196
H 5.0600 -3.2792 -4.6990
H 3.3739 -5.0333 -5.1668
H 1.2355 -5.9103 -4.9960
H -1.1161 -5.7761 -4.2172
H -1.8161 -3.9282 -2.8061
H -1.0691 -1.7067 -4.7191
H -2.2002 -0.1492 -6.2227
H -3.3878 1.8286 -5.3312
H -3.4130 2.2445 -2.8940
H -2.2489 0.6824 -1.3830
H -3.6634 -1.9427 -2.1058
H -5.3326 -3.2659 -0.8719
H -4.6271 -4.7568 0.9619
H -2.2477 -4.8612 1.6154
H -0.5796 -3.4734 0.4199
C 4.8525 -2.7664 1.5572
C 3.5921 -2.0337 1.0912
C 2.8650 -2.8218 0.0020
C 3.9269 -0.6367 0.6132
C 4.9058 -0.4679 -0.3546
C 5.2928 0.7979 -0.7501
C 4.7128 1.8996 -0.1599
C 3.7251 1.7786 0.8143
C 3.2625 3.0890 1.4251
C 1.8213 3.1252 1.9308
C 4.2541 3.5161 2.5152
C 3.3044 0.4923 1.1754
N 2.2993 0.2669 2.1407
B 0.9637 -0.2610 1.9729
N 0.5370 -0.4435 3.3566
C 1.5447 0.0000 4.2083
C 2.5855 0.4275 3.4779
C -0.5343 -1.1528 3.9012
C -1.8468 -0.6703 3.8050
C -2.9115 -1.4341 4.2774
C -2.6968 -2.6589 4.8684
C -1.3976 -3.0901 5.0591
C -0.3136 -2.3590 4.5988
C 1.0808 -2.8667 4.8856
C 1.2748 -4.3117 4.4238
C 1.3753 -2.7225 6.3839
C -2.1953 0.6943 3.2856
C -1.2301 1.8142 3.6422
C -3.1889 -0.3738 1.3219
H 4.5835 -3.7050 2.0375
H 5.4002 -2.1561 2.2718
H 5.5142 -2.9916 0.7247
H 2.9145 -1.9570 1.9450
H 3.4662 -2.8868 -0.9024
H 1.9217 -2.3176 -0.2274
H 2.6414 -3.8338 0.3363
H 5.3876 -1.3298 -0.7947
H 6.0572 0.9283 -1.5024
H 5.0363 2.8881 -0.4557
H 3.3380 3.8366 0.6270
H 1.7456 2.7758 2.9570
H 1.2002 2.4937 1.3028
H 1.4329 4.1422 1.8846
H 4.2167 2.8506 3.3720
H 4.0238 4.5201 2.8609
H 5.2699 3.5090 2.1271
H 1.4178 0.0183 5.2743
H 3.5249 0.8176 3.8207
H -3.9220 -1.0528 4.2115
H -3.5319 -3.2585 5.1987
H -1.2299 -4.0151 5.5909
H 1.7994 -2.2513 4.3411
H 0.6335 -4.9977 4.9717
H 2.3074 -4.6155 4.5855
H 1.0514 -4.4003 3.3626
H 0.7488 -3.3874 6.9740
H 1.1867 -1.7033 6.7145
H 2.4173 -2.9549 6.5908
H -3.1848 0.9371 3.6888
H -0.4150 1.8393 2.9264
H -0.8252 1.6430 4.6350
H -1.7293 2.7798 3.6336
H -2.6540 -1.3187 1.4316
H -3.3682 -0.1765 0.2662
H -4.1403 -0.3999 1.8546
```

Entry 3:
ORCA calculation (ωB97M-V/def2-TZVPD) on C63H70IN4O3P2S2ScSi2Te as an isolated structure in a non-equilibrium geometry.

Computed properties:
LUMO level in eV: -1.35
Kohn-Sham gap in eV: 4.836
DFT total energy in hartree: -6272.021582
Multiplicity: 1
Maximum force in eV Å⁻¹: 1.88

```
149
C63H70IN4O3P2S2ScSi2Te, DFT ωB97M-V/def2-TZVPD
Sc -0.0412 -1.1450 1.2601
C 0.6287 2.6007 3.7091
C -0.3751 1.7830 2.9037
N 0.1169 0.4046 2.7247
N 1.2571 0.2282 3.4544
C 1.7525 -0.9199 3.7161
S 1.1142 -2.4746 3.2924
S 3.2314 -0.8334 4.7177
C 2.4454 -1.3216 6.3034
C 1.6556 -0.1957 6.8927
C 0.3018 -0.0647 6.5965
C -0.4378 0.9869 7.1199
C 0.1678 1.9220 7.9465
C 1.5205 1.8041 8.2391
C 2.2576 0.7545 7.7136
C -2.3847 1.8918 1.8829
C -3.5791 2.7779 1.8145
C -4.8277 2.3349 1.6070
C -5.0665 0.9582 1.3002
C -4.0279 0.1103 1.1286
C -2.6809 0.5622 1.2689
O -1.7682 -0.1717 0.8353
H 1.5888 2.5693 3.1950
H 0.7697 2.1557 4.6913
H 0.3427 3.6342 3.8391
H 3.2583 -1.6456 6.9519
H 1.8074 -2.1740 6.0709
H -0.1676 -0.7914 5.9417
H -1.4916 1.0762 6.8831
H -0.4095 2.7383 8.3622
H 2.0006 2.5323 8.8809
H 3.3164 0.6710 7.9305
H -3.4329 3.8256 2.0127
H -5.6569 3.0290 1.6382
H -6.0793 0.6085 1.1425
H -4.1746 -0.9048 0.7861
C 4.0745 0.4136 0.7423
C 4.0246 -1.0123 0.2908
N 5.1238 -1.6216 -0.0842
C 5.0597 -2.9197 -0.4374
C 3.9200 -3.6776 -0.3507
C 3.9753 -5.1303 -0.7509
O 3.6829 -6.0427 0.3041
C 2.7187 -3.0455 0.0652
C 1.5471 -3.8644 0.2989
N 0.3337 -3.4954 0.5514
C -0.5921 -4.5652 0.6719
C -0.4516 -5.7170 -0.1194
C -1.2802 -6.8142 0.0142
C -2.3100 -6.7975 0.9417
C -2.5284 -5.6475 1.6786
C -1.7002 -4.5441 1.5243
I -2.3062 -2.8270 2.5989
C 2.7564 -1.6646 0.2994
O 1.6931 -0.9563 0.5298
H 5.0762 0.8135 0.6064
H 3.3579 1.0061 0.1745
H 3.7894 0.4798 1.7965
H 5.9923 -3.3563 -0.7791
H 3.2396 -5.3366 -1.5318
H 4.9639 -5.3423 -1.1682
H 4.2473 -5.8280 1.0549
H 1.7628 -4.9297 0.3124
H 0.3292 -5.7449 -0.8681
H -1.1175 -7.6830 -0.6099
H -2.9526 -7.6569 1.0764
H -3.3532 -5.5956 2.3757
C -5.3960 -1.1197 -2.0403
Si -4.7322 -2.8098 -2.5362
C -6.0825 -4.1196 -2.4533
C -4.1411 -2.7163 -4.3197
C -3.3461 -3.2536 -1.3330
Te -1.6601 -1.9109 -1.5220
C -0.7750 -3.1479 -3.0439
Si 0.6505 -2.3469 -3.9864
C 1.7313 -1.2836 -2.8713
C 1.6844 -3.7464 -4.7063
C -0.0230 -1.2779 -5.3854
H -6.1025 -0.7345 -2.7784
H -4.5731 -0.4046 -1.9586
H -5.9112 -1.1585 -1.0770
H -6.9402 -3.8097 -3.0551
H -6.4333 -4.2951 -1.4345
H -5.7240 -5.0705 -2.8532
H -4.9645 -2.4014 -4.9647
H -3.7903 -3.6846 -4.6840
H -3.3320 -1.9903 -4.4297
H -2.9471 -4.2601 -1.4740
H -3.7101 -3.1903 -0.3036
H -1.5750 -3.4125 -3.7349
H -0.4378 -4.0700 -2.5619
H 2.6720 -1.7829 -2.6255
H 1.2406 -1.0386 -1.9243
H 1.9703 -0.3346 -3.3562
H 2.0431 -4.4138 -3.9188
H 2.5585 -3.3521 -5.2297
H 1.1117 -4.3466 -5.4173
H -0.2276 -0.2592 -5.0484
H -0.9419 -1.6852 -5.8133
H 0.7159 -1.2146 -6.1876
C 1.2418 3.0450 -0.3710
P -0.0670 1.7754 0.0306
C -0.9215 2.4694 1.5646
C -0.9402 3.9719 1.6900
C -1.4003 4.6841 2.7282
C -2.0163 4.1877 3.9615
C -2.2512 2.9083 4.2688
C -1.8565 1.7411 3.4160
C -1.3134 2.2023 -1.2651
C -1.2202 1.5351 -2.4883
C -2.1399 1.7596 -3.5019
C -3.1806 2.6553 -3.3111
C -3.2827 3.3374 -2.1077
C -2.3562 3.1154 -1.0986
P 1.9248 2.6203 -2.0610
C 1.4772 4.1207 -3.0275
C 2.3052 4.5073 -4.0833
C 1.9629 5.5720 -4.9010
C 0.7783 6.2647 -4.6896
C -0.0612 5.8780 -3.6570
C 0.2835 4.8124 -2.8360
C 3.7159 2.9489 -1.8232
C 4.6189 1.9726 -2.2309
C 5.9871 2.1752 -2.1020
C 6.4598 3.3619 -1.5646
C 5.5640 4.3393 -1.1452
C 4.2004 4.1346 -1.2728
H 2.0425 2.9186 0.3614
H 0.9063 4.0799 -0.3497
H -0.5316 4.5415 0.8664
H -1.3123 5.7635 2.6635
H -2.3264 4.9505 4.6663
H -2.7548 2.6788 5.2002
H -2.1315 0.7919 3.8723
H -0.4025 0.8419 -2.6478
H -2.0543 1.2155 -4.4345
H -3.9058 2.8236 -4.0971
H -4.0839 4.0498 -1.9521
H -2.4433 3.6885 -0.1867
H 3.2331 3.9757 -4.2598
H 2.6234 5.8624 -5.7083
H 0.5105 7.0968 -5.3278
H -0.9938 6.4017 -3.4873
H -0.4018 4.5194 -2.0508
H 4.2475 1.0382 -2.6374
H 6.6785 1.4018 -2.4104
H 7.5253 3.5274 -1.4700
H 5.9342 5.2630 -0.7183
H 3.5076 4.9025 -0.9474
```